A:
DFT (wB97M-V/def2-TZVPD) results for CH4N2OS in the gas phase.

Computed properties:
HOMO-LUMO gap: 0.2565 hartree
net charge: 0
lowest unoccupied orbital energy: -0.12 eV
multiplicity: 1

```
9
CH4N2OS, DFT wB97M-V/def2-TZVPD
C 0.002 0.109 -0.545
N -0.639 1.247 -0.354
N -0.480 -0.757 2.110
O -1.765 1.229 0.328
S -1.864 -0.115 1.735
H -0.389 -0.750 0.004
H 0.975 0.041 -0.979
H -0.452 2.307 -0.508
H -0.346 -1.778 1.854
```


B:
DFT (wB97M-V/def2-TZVPD) results for CH4N2OS in the gas phase.

Computed properties:
HOMO-LUMO gap: 0.3320 hartree
SMILES: ON/C=N/S
net charge: 0
lowest unoccupied orbital energy: 0.66 eV
multiplicity: 1

```
9
CH4N2OS, DFT wB97M-V/def2-TZVPD
O 2.265 -0.571 -0.068
N 1.223 0.396 -0.231
C -0.039 -0.209 -0.172
N -1.090 0.507 -0.073
S -2.626 -0.361 -0.073
H 2.219 -0.564 0.957
H 1.427 1.326 0.051
H 0.031 -1.283 -0.570
H -3.411 0.759 0.180
```


B comes first in stability; the runner-up is 53.2 kcal/mol higher.


A:
DFT (wB97M-V/def2-TZVPD) results for CH4N2OS in the gas phase.

Computed properties:
HOMO-LUMO gap: 0.3515 hartree
SMILES: NC(=S)NO
net charge: 0
lowest unoccupied orbital energy: 0.64 eV
multiplicity: 1

```
9
CH4N2OS, DFT wB97M-V/def2-TZVPD
N -0.171 -1.382 0.689
C -0.219 -0.326 -0.192
S -0.400 -0.501 -1.830
N -0.198 0.928 0.282
O 0.294 2.000 -0.484
H -0.078 -2.255 0.286
H 0.348 -1.222 1.499
H 0.288 1.104 1.153
H 0.137 1.654 -1.404
```


B:
DFT (wB97M-V/def2-TZVPD) results for CH4N2OS in the gas phase.

Computed properties:
HOMO-LUMO gap: 0.3493 hartree
SMILES: NSC(N)=O
net charge: 0
lowest unoccupied orbital energy: 0.59 eV
multiplicity: 1

```
9
CH4N2OS, DFT wB97M-V/def2-TZVPD
N -2.005 -0.577 0.159
S -1.082 0.834 0.458
C 0.705 -0.139 0.045
N 1.565 0.874 -0.079
O 0.635 -1.290 -0.252
H -1.891 -0.948 -0.763
H -1.627 -1.181 0.865
H 2.313 0.689 -0.778
H 1.386 1.739 0.344
```


B comes first in stability; the runner-up is 20.5 kcal/mol higher.


A:
DFT (wB97M-V/def2-TZVPD) results for 2 unconnected molecules or ions with the total composition C5H10BNO3.

Computed properties:
HOMO-LUMO gap: 0.3679 hartree
SMILES: C=C(C)B(O)O.CC#[N+][O-]
net charge: 0
lowest unoccupied orbital energy: 0.51 eV
multiplicity: 1

```
20
C5H10BNO3, DFT wB97M-V/def2-TZVPD
C 1.529 -0.492 0.895
C 1.087 -0.998 -0.284
C 1.930 -0.903 -1.587
B -0.439 -1.445 -0.362
O -1.016 -1.344 -1.573
O -1.101 -2.000 0.692
H 0.780 -0.507 1.724
H 2.487 -0.099 1.091
H 2.845 -1.490 -1.474
H 2.149 0.095 -1.606
H 1.388 -1.412 -2.404
H -1.887 -1.694 -1.636
H -1.973 -2.187 0.867
C -1.714 1.595 1.479
C -2.649 0.760 0.842
N -3.078 -0.076 0.176
O -3.781 -0.932 -0.299
H -0.766 0.953 1.380
H -2.028 1.430 2.584
H -1.682 2.532 1.044
```


B:
DFT (wB97M-V/def2-TZVPD) results for C5H10BNO3 in the gas phase.

Computed properties:
HOMO-LUMO gap: 0.3193 hartree
SMILES: [H]/N=C(C)/C(B(O)O)=C(\C)O
net charge: 0
lowest unoccupied orbital energy: 0.31 eV
multiplicity: 1

```
20
C5H10BNO3, DFT wB97M-V/def2-TZVPD
H 2.871 0.936 -1.019
N 1.998 0.338 -1.137
C 1.197 0.671 -0.220
C 1.328 1.670 0.874
C -0.365 -0.069 -0.172
B -1.610 0.934 -0.180
O -2.652 0.526 0.586
O -1.577 2.135 -0.864
C -0.426 -1.407 -0.259
C 0.705 -2.409 -0.016
O -1.580 -2.010 -0.333
H 0.971 1.204 1.872
H 0.830 2.495 0.511
H 2.409 2.073 0.770
H -3.489 1.114 0.560
H -2.408 2.528 -0.463
H 0.488 -3.411 -0.068
H 1.243 -2.208 0.847
H 1.554 -2.242 -0.691
H -1.488 -2.869 -0.599
```


B comes first in stability; the runner-up is 42.9 kcal/mol higher.


A:
DFT (wB97M-V/def2-TZVPD) results for 3 unconnected molecules or ions with the total composition C3H11N3O.

Computed properties:
HOMO-LUMO gap: 0.3636 hartree
SMILES: [H]/N=C(/N)O.C=N.C
net charge: 0
lowest unoccupied orbital energy: 0.90 eV
multiplicity: 1

```
18
C3H11N3O, DFT wB97M-V/def2-TZVPD
H -0.792 -0.976 1.106
N -0.120 -0.367 1.564
C -0.468 0.849 1.600
N 0.366 1.793 2.130
O -1.609 1.394 1.114
H 1.088 1.440 2.732
H -0.073 2.658 2.399
H -2.009 0.792 0.453
C -0.876 0.332 -1.825
N -1.811 -0.178 -1.166
H -0.462 -0.059 -2.756
H -0.429 1.243 -1.447
H -2.207 -1.034 -1.549
C 1.878 -1.576 -0.871
H 2.155 -0.809 -1.583
H 1.215 -2.288 -1.346
H 2.769 -2.090 -0.536
H 1.384 -1.125 -0.020
```


B:
DFT (wB97M-V/def2-TZVPD) results for 2 unconnected molecules or ions with the total composition C3H11N3O.

Computed properties:
HOMO-LUMO gap: 0.2861 hartree
SMILES: CN/C=N/NC.O
net charge: 0
lowest unoccupied orbital energy: 0.64 eV
multiplicity: 1

```
18
C3H11N3O, DFT wB97M-V/def2-TZVPD
C 2.154 -1.105 1.227
N 1.056 -0.694 0.391
C 0.324 0.427 0.516
N -0.512 0.948 -0.368
N -1.052 2.235 -0.170
C -2.392 2.403 -0.946
H 3.119 -1.389 0.698
H 1.862 -1.956 1.855
H 2.270 -0.173 1.868
H 0.785 -1.218 -0.399
H 0.528 0.891 1.485
H -1.362 2.391 0.822
H -3.188 1.691 -0.712
H -2.754 3.372 -0.615
H -2.222 2.426 -2.082
O 0.548 -3.060 -1.177
H 0.380 -3.603 -0.389
H 0.455 -3.587 -2.003
```


C:
DFT (wB97M-V/def2-TZVPD) results for 2 unconnected molecules or ions with the total composition C3H11N3O.

Computed properties:
HOMO-LUMO gap: 0.3393 hartree
SMILES: NCC(N)=O.CN
net charge: 0
lowest unoccupied orbital energy: 0.89 eV
multiplicity: 1

```
18
C3H11N3O, DFT wB97M-V/def2-TZVPD
N -1.701 -0.001 1.468
C -1.554 0.805 0.249
C 0.226 1.150 0.114
N 0.561 1.373 -1.208
O 0.693 1.854 0.998
H -2.680 -0.137 1.713
H -1.207 0.467 2.228
H -2.050 1.776 0.372
H -2.038 0.312 -0.602
H 0.107 0.795 -1.901
H 1.224 2.124 -1.343
C 1.485 -1.794 -0.720
N 0.808 -1.042 0.333
H 1.978 -2.699 -0.363
H 2.208 -1.143 -1.219
H 0.763 -2.118 -1.472
H 1.435 -0.745 1.081
H -0.258 -0.974 0.272
```


D:
DFT (wB97M-V/def2-TZVPD) results for 2 unconnected molecules or ions with the total composition C3H11N3O.

Computed properties:
HOMO-LUMO gap: 0.3076 hartree
SMILES: [H]/N=C(\C)N.CNO
net charge: 0
lowest unoccupied orbital energy: 0.90 eV
multiplicity: 1

```
18
C3H11N3O, DFT wB97M-V/def2-TZVPD
H 1.420 -1.391 1.232
N 0.793 -1.595 0.453
C 1.161 -0.905 -0.609
C 2.092 0.264 -0.516
N 0.526 -1.174 -1.771
H 3.122 -0.099 -0.454
H 1.867 0.850 0.379
H 1.990 0.920 -1.383
H 0.658 -0.572 -2.570
H 0.007 -2.042 -1.790
C -2.412 0.724 0.450
N -1.008 0.437 0.636
O -0.577 0.983 1.908
H -3.039 0.450 1.312
H -2.770 0.162 -0.419
H -2.568 1.788 0.231
H -0.494 -0.684 0.691
H -0.769 1.883 2.219
```


A comes first in stability; the runner-up is 33.7 kcal/mol higher.